(1)
This record from the OMol25 dataset describes 2 unconnected molecules or ions with the total composition C11H22NO6S2Si. The level of theory is ωB97M-V/def2-TZVPD.

Each line ends with the natural charge from an NBO analysis.
Element x y z (Å)
S -3.24870 1.09663 -2.57578  0.007
S -3.44782 -2.53288 -0.08100  2.387
Si 2.37970 0.23470 -0.25471  1.839
O -4.57878 -1.42793 0.17068  -0.679
O 5.00441 1.93774 3.12807  -0.982
O -3.08162 -3.01946 1.19796  -0.918
O 1.30238 -1.00174 0.16252  -0.861
O -3.87173 1.59381 0.04359  -0.499
O -3.89135 -3.48674 -1.04015  -0.937
N -5.12742 3.51439 -0.81088  -0.409
C -4.49760 2.59492 -0.44574  0.541
C -0.76843 -2.15590 -0.28781  -0.416
C 0.41878 -1.39674 -0.86304  -0.059
C -3.52826 0.49135 -0.88195  0.144
C 3.62588 0.42413 1.12078  -1.100
C 3.31096 -0.24372 -1.82776  -1.141
C 4.99829 1.47037 4.38240  -0.181
C 1.49432 1.89050 -0.41244  -1.138
C -2.24550 -0.13255 -0.35440  -0.452
C -4.68015 -0.49736 -0.89804  -0.142
C -2.09030 -1.58198 -0.79055  -0.478
H 3.59714 0.60676 -2.43703  0.234
H -0.78682 -2.10972 0.79053  0.251
H -1.97385 1.49287 -2.46355  0.145
H 0.94149 -2.06050 -1.54667  0.174
H 4.21751 -0.47705 1.19363  0.230
H 0.79185 1.96507 -1.23989  0.202
H 3.08105 0.63065 2.02915  0.267
H 0.10835 -0.51926 -1.43552  0.146
H 4.33062 2.01166 5.11566  0.062
H -4.70759 -1.00921 -1.85462  0.218
H 4.66216 0.39423 4.50883  0.052
H -5.60358 0.04763 -0.76033  0.232
H -0.71312 -3.18842 -0.59755  0.222
H -1.42209 0.46123 -0.71031  0.241
H 2.77956 -0.94265 -2.46723  0.217
H 4.22837 -0.73603 -1.53065  0.243
H 0.96275 2.04788 0.52047  0.242
H 4.22879 1.28901 0.88787  0.274
H -2.14931 -1.71940 -1.86503  0.250
H 2.22180 2.68643 -0.47525  0.254
H -2.26143 -0.11289 0.73165  0.255
H 5.98928 1.47016 4.92407  0.064

Atoms 1-2, force components in eV/Å:
-0.487 -0.126 -0.264
0.618 -0.772 -0.028

Values from the calculation:
- Multiplicity: 1
- Total charge: -1
- Lowest unoccupied orbital energy: 1.67 eV


(2)
This record from the OMol25 dataset describes 2 unconnected molecules or ions with the total composition C12H29BrN2O6P. The level of theory is ωB97M-V/def2-TZVPD.

Each line ends with the natural charge from an NBO analysis.
Element x y z (Å)
Br -3.78541 -2.38530 -0.75839  0.053
P 1.88864 -2.68787 2.19986  2.276
O -3.04286 2.10133 -1.50149  -0.536
O 3.07177 -3.92443 2.37759  -0.651
O 2.51995 -1.86214 3.47047  -0.826
O 0.62202 -1.52818 2.08729  -0.675
O 2.50025 -2.21397 0.89021  -1.013
O -3.40507 -0.00745 0.78108  -0.446
N -0.52888 1.33851 -2.18940  -0.432
N -1.53555 0.35473 -2.08600  -0.230
C -4.15918 2.93695 -1.91332  -0.091
C -2.84026 1.00582 -2.43974  0.070
C -1.47110 -0.26524 -0.71489  -0.349
C 2.50256 2.48951 -1.13686  -0.418
C 0.83649 0.73559 -2.34518  -0.290
C 3.29336 1.35177 -0.32355  -0.640
C -0.51686 -1.81357 2.89834  -0.286
C -2.87663 -0.73472 -0.10468  0.454
C 2.79180 -4.87180 3.40732  -0.285
C -5.44903 2.64419 -1.00592  -0.651
C 3.85888 -1.39578 3.38995  -0.248
C 1.85549 2.00126 -2.52366  -0.404
H -0.97163 -2.75631 2.58092  0.169
H -0.65992 1.89906 -3.05970  0.388
H 2.68908 -4.36964 4.37342  0.183
H 1.17294 0.07906 -1.47395  0.247
H 1.23668 2.90186 -2.91941  0.208
H 1.87368 -5.41527 3.17398  0.174
H -1.33585 -0.37993 -2.79455  0.427
H 4.49732 -2.04330 3.99487  0.182
H -1.24326 -1.00917 2.77206  0.197
H 2.63530 1.80237 -3.35475  0.238
H 4.03444 1.75818 0.44757  0.235
H -4.42747 2.85637 -3.02247  0.182
H 0.91874 0.14377 -3.33715  0.190
H 4.23867 -1.37316 2.36726  0.207
H -6.34334 3.14169 -1.51665  0.231
H 3.62027 -5.57898 3.46483  0.211
H -5.68733 1.53547 -0.85408  0.219
H -0.87079 0.41813 -0.01518  0.307
H 3.89620 -0.38508 3.80140  0.194
H 2.49425 0.75280 0.26669  0.210
H 1.73465 2.97431 -0.41728  0.214
H -3.82804 4.03060 -1.73480  0.218
H -2.77829 1.51853 -3.48003  0.211
H 3.84610 0.59327 -1.00439  0.220
H -5.31851 3.10553 0.04582  0.235
H -0.23390 -1.87660 3.95207  0.194
H -3.73594 0.29422 -2.50495  0.233
H -0.83368 -1.22839 -0.82880  0.269
H 3.24925 3.34137 -1.38174  0.224

Atoms 1-2, force components in eV/Å:
1.023 1.335 0.337
7.249 6.249 -3.339

Values from the calculation:
- Multiplicity: 1
- Total charge: +1
- Lowest unoccupied orbital energy: -4.81 eV


(3)
This record from the OMol25 dataset describes 12 unconnected molecules or ions with the total composition C48H114O48P6S6. The level of theory is ωB97M-V/def2-TZVPD.

Each line ends with the Löwdin spin population.
Element x y z (Å)
S -2.30496 0.10461 -3.21163  0.000
S 6.65199 -1.32821 0.82952  0.000
S -0.15532 0.15938 1.26523  0.000
S -6.09841 2.03393 1.80811  0.000
S 4.08998 2.88706 5.00987  0.000
S -1.82173 1.50059 6.44889  0.000
P -0.71431 0.60217 -6.97446  0.000
P -2.10041 5.61622 -1.11510  0.000
P -0.42516 -4.95677 6.03565  -0.013
P -4.72157 -4.64686 -0.37673  0.000
P 2.41692 -4.44531 0.00303  0.000
P 4.65776 4.38298 -0.71575  0.000
O 1.31450 0.35660 0.53228  0.000
O -6.96785 3.12819 2.32429  0.000
O -4.30218 -4.02399 1.12332  0.000
O -6.54219 1.72356 0.27177  0.000
O -0.34357 0.98185 7.05467  0.000
O -0.61426 1.49349 -5.64238  0.000
O 1.22349 -5.50246 -0.33832  0.000
O 0.40776 -5.08593 4.63485  0.400
O -5.85270 0.74563 2.53449  0.000
O -2.08874 1.10422 -7.69598  0.000
O 0.34627 -6.00075 6.96787  0.132
O -5.51918 -6.03904 -0.14845  0.000
O -3.56959 -4.72748 -1.30127  0.000
O 3.25406 2.55772 3.52191  0.000
O 3.38814 4.43013 0.29216  0.000
O -2.40574 -0.83478 -1.87491  0.000
O 4.11848 3.38810 -1.89494  0.000
O -3.01567 5.18381 -2.36065  0.000
O 0.03737 -3.48907 6.48248  0.016
O -2.36950 1.52932 -2.89801  0.000
O -0.88175 0.96860 -0.03711  0.000
O -1.15513 -0.88217 -6.41423  0.000
O 3.34580 3.76970 5.93334  0.000
O -2.71058 0.37134 6.18543  0.000
O -3.09537 -0.38942 -4.34289  0.000
O 6.44312 -2.56795 0.11020  0.000
O 5.72163 3.44675 0.03911  0.000
O 7.57421 -0.29673 -0.08566  0.000
O 3.98836 1.31933 5.37406  0.000
O 2.72751 -3.47327 -1.01216  0.000
O -2.25399 7.25833 -1.01780  0.000
O -2.43290 2.54222 7.32168  0.000
O 5.16127 5.68507 -1.11275  0.000
O -0.66358 5.21225 -1.21730  0.000
O -1.89237 -5.23696 5.94213  0.190
O 5.44774 3.21455 4.61011  0.000
O 0.45566 0.63538 -7.85022  0.000
O -0.16358 0.95704 2.51897  0.000
O -0.76509 -0.34942 -3.47929  0.000
O -0.57747 -1.24548 1.35813  0.000
O 5.29561 -0.43104 0.58615  0.000
O 2.00319 -3.88781 1.45198  0.000
O 3.63930 -5.43356 0.39431  0.000
O 7.11070 -1.32990 2.22856  0.000
O -1.18973 2.17453 5.09457  0.000
O -5.86291 -3.57970 -0.85955  0.000
O -4.66278 2.53554 1.27747  0.000
O -2.87748 5.00190 0.13176  0.000
C 1.43875 1.40782 -0.44282  0.000
C -0.34770 -1.46638 -2.72058  0.000
C -0.04181 8.22302 -0.40708  0.000
C -3.52233 4.99943 -4.75466  0.000
C 0.03339 3.41002 -4.28202  0.000
C 0.80900 1.62219 6.42294  0.000
C 0.10812 -1.66583 4.95823  0.002
C -2.87901 3.34993 -8.31944  0.000
C 3.54320 1.25828 3.02634  0.000
C 0.11739 -5.07572 -1.05149  0.000
C 6.73806 0.28241 -1.07264  0.000
C -0.68900 -6.26956 -1.60971  0.000
C 2.62225 -2.77375 2.05525  0.000
C -1.19931 8.09362 -1.50140  0.000
C 5.25733 -0.00244 -0.75943  0.000
C 3.60965 6.41036 1.66503  0.000
C -6.21576 -3.54544 -2.22244  0.000
C 3.42524 -3.30765 3.27144  0.000
C -7.60390 -7.37576 0.23550  0.000
C 4.53784 -5.90971 -0.57055  0.000
C -1.49683 -1.89815 -1.82294  0.000
C -1.19719 -5.15023 2.73224  0.092
C -3.45649 -2.87000 1.21571  0.002
C -0.02528 1.93130 -0.56164  0.000
C -0.10047 -5.90753 3.58978  0.085
C 1.68313 -5.83505 7.22815  0.014
C -1.57770 -1.98182 -7.17876  0.000
C 2.48947 -6.76227 6.28973  0.021
C -0.03875 2.82735 -5.73683  0.000
C 4.83202 3.13419 -3.06074  0.000
C -5.52724 -2.49393 -3.05669  0.000
C 3.83156 2.71865 -4.16244  0.000
C -3.92145 -1.87866 2.29177  0.000
C -6.86935 -6.05523 0.38225  0.000
C -0.64235 -2.27691 6.11509  0.002
C -2.59265 5.47351 1.46784  0.000
C 2.79537 5.67130 0.53765  0.000
C 6.21753 3.85987 1.28804  0.000
C 7.58070 3.22913 1.60736  0.000
C -2.88611 5.89339 -3.63033  0.000
C -1.43328 4.76691 1.93007  0.000
C 4.21934 0.45492 4.15960  0.000
C -2.95349 -2.42060 -6.56016  0.000
C -2.09364 2.13449 -8.66429  0.000
C 0.17336 2.52879 5.31329  0.000
C -5.56783 1.12669 -0.53023  0.000
C 3.80188 -6.27847 -1.88119  0.000
C -4.30409 1.73406 0.16743  0.000
H -3.43959 -2.27257 0.30417  0.000
H -2.53720 6.49895 1.83319  0.000
H -3.60531 0.99190 0.55342  0.000
H -1.13876 2.54794 -8.98891  0.000
H 2.05768 2.23335 -0.09135  0.000
H 0.57525 7.33170 -0.29351  0.000
H 4.64435 6.42125 1.32244  0.000
H 2.15378 -7.79916 6.30618  0.001
H -2.76139 -2.73305 -5.53373  0.000
H -3.38192 -0.95281 2.49134  0.000
H -0.89487 3.66337 -3.76995  0.000
H -0.57981 -4.43647 -0.50986  0.000
H 3.86294 -0.57382 4.21213  0.000
H 6.40026 4.93358 1.33094  0.000
H 3.33643 3.59131 -4.58834  0.000
H 3.04704 -7.03145 -1.65463  0.000
H -3.00362 4.06262 -4.95816  0.000
H 3.50116 -6.84516 6.68685  0.000
H -6.02618 -2.26922 -3.99939  0.000
H -1.20405 -6.90138 -0.88608  0.000
H 5.39019 -5.24517 -0.71188  0.000
H -2.60617 1.63094 -9.48396  0.000
H -0.03666 -7.05827 -1.98450  0.000
H 5.62885 2.40102 -2.93567  0.000
H 2.73658 -3.54606 4.08201  0.000
H 4.49609 -6.85817 -2.48956  0.000
H -0.57403 3.46132 -6.44370  0.000
H 0.50892 4.38722 -4.36598  0.000
H -5.61569 -1.64257 -2.38181  0.000
H -3.94049 -2.42371 3.23552  0.000
H 1.86651 -6.00972 8.28832  0.007
H 4.73555 -0.78264 -1.31362  0.000
H -1.80705 5.87012 -3.78270  0.000
H -0.19257 2.87823 -0.04836  0.000
H -7.29409 -3.38684 -2.23431  0.000
H -3.42235 5.22495 2.12958  0.000
H -6.02965 -4.50842 -2.69800  0.000
H -3.23465 6.91771 -3.49847  0.000
H 0.63167 8.99213 -0.78524  0.000
H -3.44127 -3.22585 -7.10946  0.000
H -6.85660 -5.67525 1.40379  0.000
H 4.99528 -6.76724 -0.07713  0.000
H -1.61736 9.05582 -1.79725  0.000
H 3.06466 2.08656 -3.71475  0.000
H -7.84377 -7.58692 -0.80660  0.000
H 3.38341 -5.46339 -2.47164  0.000
H -4.90368 -1.49658 2.01370  0.000
H -1.31772 4.94213 2.99967  0.000
H 1.12010 -1.48330 5.31974  0.000
H -2.07383 -4.91751 3.33675  0.006
H -0.82150 7.60884 -2.40159  0.000
H 3.40559 -2.40306 1.39414  0.000
H 8.27830 3.80619 1.00035  0.000
H 7.70238 3.46601 2.66433  0.000
H -1.13538 -2.21629 -0.84507  0.000
H -1.51059 -5.69521 1.84180  0.004
H 2.47767 -6.36801 5.27359  0.005
H -8.54178 -7.41795 0.78928  0.000
H 1.00412 2.82309 -6.05387  0.000
H 1.98508 -4.81414 6.99431  0.000
H 1.82256 5.54943 1.01398  0.000
H 0.61416 -1.33662 -2.22451  0.000
H 3.89925 -4.23268 2.94324  0.000
H -3.82451 2.45721 -0.49224  0.000
H -1.44355 -5.90923 -2.30896  0.000
H -1.97449 -2.76806 -2.27370  0.000
H 5.46820 3.53785 2.01117  0.000
H -2.59971 3.76169 -7.34963  0.000
H -1.66668 -1.72841 -8.23516  0.000
H 0.28295 3.50251 5.79073  0.000
H -4.58852 4.93628 -4.53708  0.000
H 0.76815 2.63788 4.40641  0.000
H -1.44872 3.68490 1.79930  0.000
H -3.41578 5.57207 -5.67598  0.000
H 5.27969 0.23947 4.02793  0.000
H -7.03897 -8.18915 0.69086  0.000
H 1.35110 2.18866 7.18015  0.000
H 3.28197 7.44404 1.77566  0.000
H 4.11285 1.26780 2.09708  0.000
H 4.04332 -2.48327 3.62707  0.000
H -2.66473 4.19372 -8.97534  0.000
H -7.49557 -5.34026 -0.15139  0.000
H 4.54959 0.82219 -0.67463  0.000
H -0.76256 -1.58531 6.94895  0.002
H 1.49632 0.86629 6.04307  0.000
H -4.45769 -2.65689 -3.18933  0.000
H 5.38606 4.03039 -3.33995  0.000
H 0.68881 -6.23110 2.91122  0.013
H -0.29265 -2.28356 -3.43981  0.000
H -0.43129 -0.74579 4.73315  0.000
H 1.75637 1.00276 -1.40361  0.000
H 7.04854 -0.13635 -2.02989  0.000
H -5.61881 0.04069 -0.45220  0.000
H 0.51782 -4.33032 -1.73862  0.000
H -0.39915 8.55335 0.56826  0.000
H 0.16897 -2.26802 4.05171  0.001
H -0.76444 -2.68169 -6.98678  0.000
H -5.66410 1.47120 -1.55986  0.000
H 7.61095 2.15911 1.40185  0.000
H 2.54293 0.97272 2.70074  0.000
H -3.74746 -1.67482 -6.52129  0.000
H 6.99875 1.34029 -1.10506  0.000
H -0.37305 2.14557 -1.57221  0.000
H -1.66093 -2.53663 5.82669  0.000
H 4.30504 2.30921 -5.05478  0.000
H -2.39902 -3.09929 1.34723  0.001
H 1.85913 -2.01958 2.24756  0.000
H 0.73236 2.90314 -3.61673  0.000
H -0.56816 5.04635 1.32873  0.000
H -3.94704 3.17282 -8.44614  0.000
H 2.80553 6.22125 -0.40338  0.000
H -0.66371 -6.73012 4.03048  0.014
H 3.50182 5.88502 2.61397  0.000
H -0.96683 -4.12816 2.43156  0.000

Atoms 1-2, force components in eV/Å:
0.718 -0.246 -1.738
0.425 0.176 0.129

Values from the calculation:
- Multiplicity: 2
- Total charge: +1
- Lowest unoccupied orbital energy (alpha / beta): -1.83 / -9.29 eV


(4)
This record from the OMol25 dataset describes 2 unconnected molecules or ions with the total composition C8H17P. The level of theory is ωB97M-V/def2-TZVPD.

Each line ends with the natural charge from an NBO analysis.
Element x y z (Å)
P -2.86987 -1.35973 -1.41392  0.107
C 0.29654 1.32825 -0.24287  -0.278
C 0.07313 -0.02648 0.23271  0.035
C 0.48784 -1.23303 -0.21409  0.003
C 1.16690 2.10953 0.78703  -0.614
C 0.43866 -2.47949 0.60669  -0.658
C -1.05157 2.03626 -0.58851  -0.586
C 1.58004 -1.24586 -1.29113  -0.652
C -0.94612 0.02238 1.40811  -0.670
H -0.41225 -0.02775 2.47973  0.210
H 1.03276 -1.46223 -2.18778  0.223
H 0.49659 2.74441 1.38349  0.214
H -0.32143 -2.42697 1.50552  0.223
H 2.14858 2.58473 0.34200  0.223
H -1.62275 -0.93699 1.49124  0.223
H 0.82048 1.12961 -1.14558  0.213
H 2.16172 -0.29482 -1.11707  0.219
H 1.41657 -2.84052 1.04847  0.224
H 0.03904 -3.36416 -0.05460  0.216
H 2.11576 -2.08981 -0.99226  0.210
H -1.66654 1.98709 0.20640  0.191
H -2.80447 -1.11448 -2.78420  -0.116
H 1.55384 1.43530 1.51223  0.211
H -1.53616 1.54338 -1.54404  0.207
H -1.54087 0.90723 1.50794  0.208
H -1.05643 3.07414 -0.93550  0.216

Atoms 1-2, force components in eV/Å:
-0.016 -0.133 0.623
0.290 1.307 -1.110

Values from the calculation:
- Multiplicity: 1
- Lowest unoccupied orbital energy (alpha / beta): -1.26 / -1.24 eV
- Energy relative to the best compared isomer or geometry (same formula, charge and spin): 80.56 kcal/mol


Number 1: E_tot -55086.301 eV. Number 2: E_tot -107498.095 eV. Number 3: E_tot -270645.260 eV. Number 4: E_tot -17855.009 eV.